#i
Formula: C4H6ClN3
Source: the Open Molecules 2025 dataset
Level of theory: ωB97M-V with the def2-TZVPD basis set

ORCA input file:
```
! RIJCOSX wB97M-V def2-TZVPD def2/J DEFGRID3
* xyz 0 1
C -0.287 0.012 -1.812
C 0.263 -0.336 -0.439
C 1.320 -1.145 -0.129
N 1.466 -1.219 1.234
N 0.699 -0.503 1.851
C -0.297 0.141 0.920
N -0.383 1.541 1.178
Cl -1.914 -0.715 1.237
H -1.303 0.227 -1.556
H -0.176 -0.865 -2.437
H 0.325 0.826 -2.105
H 1.872 -1.755 -0.769
H -1.135 2.077 0.687
H -0.451 1.714 2.141
*
```

lowest unoccupied orbital energy = -0.37 eV
HOMO level = -9.46 eV
gap between HOMO and LUMO = 9.098 eV
SMILES = CC1=CN=N[C@]1(N)Cl

These are the natural (NBO) partial charges, in e, on atoms 1 to 4: atom 1 (C): -0.6550, atom 2 (C): 0.0678, atom 3 (C): -0.1285, atom 4 (N): -0.1177

#ii
Formula: C4H6ClN3
Source: the Open Molecules 2025 dataset
Level of theory: ωB97M-V with the def2-TZVPD basis set

ORCA input file:
```
! RIJCOSX wB97M-V def2-TZVPD def2/J DEFGRID3
* xyz 0 1
H 1.085 -2.383 -0.010
N 0.133 -1.953 0.022
C 0.287 -0.694 -0.065
C -0.809 0.324 -0.005
Cl -2.455 -0.146 0.015
C -0.308 1.551 0.033
C 1.195 1.477 -0.005
N 1.446 0.068 -0.201
N 2.664 -0.538 0.085
H -0.831 2.454 0.094
H 1.611 1.818 0.972
H 1.608 2.108 -0.798
H 3.346 -0.240 -0.602
H 3.030 -0.263 1.004
*
```

lowest unoccupied orbital energy = 0.65 eV
HOMO level = -8.97 eV
gap between HOMO and LUMO = 9.620 eV
SMILES = [H]/N=C1/C(Cl)=CCN1N

These are the natural (NBO) partial charges, in e, on atoms 1 to 4: atom 1 (H): 0.3531, atom 2 (N): -0.6736, atom 3 (C): 0.3777, atom 4 (C): -0.0809

Stability, highest: #ii

#i
Formula: C9H16N4O5
Source: the Open Molecules 2025 dataset
Level of theory: ωB97M-V with the def2-TZVPD basis set

ORCA input file:
```
! RIJCOSX wB97M-V def2-TZVPD def2/J DEFGRID3
* xyz 0 1
N -6.011 0.034 0.004
C -4.671 0.256 -0.149
O -4.261 1.294 -0.646
C -3.799 -0.837 0.378
C -2.415 -0.926 -0.191
C -1.461 0.247 0.167
N -1.353 1.307 -0.828
C -0.059 -0.284 0.573
O 0.022 -1.350 1.184
N 0.958 0.488 0.229
C 2.304 0.488 0.887
C 2.979 -0.851 0.923
C 2.917 -1.542 -0.436
N 1.984 -2.483 -0.578
O 3.629 -1.194 -1.380
C 3.151 1.631 0.251
O 2.805 2.788 0.390
O 4.173 1.323 -0.560
H -6.329 -0.799 0.468
H -6.645 0.733 -0.303
H -3.672 -0.631 1.494
H -4.355 -1.794 0.299
H -1.921 -1.757 0.280
H -2.455 -1.016 -1.300
H -1.877 0.679 1.080
H -1.027 0.839 -1.661
H -2.277 1.669 -1.039
H 0.799 1.405 -0.149
H 2.154 0.754 1.983
H 2.561 -1.481 1.702
H 4.021 -0.714 1.194
H 1.924 -3.007 -1.423
H 1.335 -2.684 0.176
H 4.097 0.406 -0.908
*
```

lowest unoccupied orbital energy = 0.57 eV
HOMO level = -9.42 eV
gap between HOMO and LUMO = 9.987 eV
SMILES = NC(=O)CC[C@H](N)C(=O)N[C@@H](CC(N)=O)C(=O)O

These are the natural (NBO) partial charges, in e, on atoms 1 to 4: atom 1 (N): -0.8174, atom 2 (C): 0.6790, atom 3 (O): -0.6419, atom 4 (C): -0.4998

#ii
Formula: C9H16N4O5
Source: the Open Molecules 2025 dataset
Level of theory: ωB97M-V with the def2-TZVPD basis set

ORCA input file:
```
! RIJCOSX wB97M-V def2-TZVPD def2/J DEFGRID3
* xyz 0 1
C 3.167 1.970 2.099
C 1.996 1.756 1.952
C 0.632 1.455 1.593
N 0.653 0.412 0.558
C -0.150 0.359 -0.452
N -0.003 -0.595 -1.423
C 0.332 -1.981 -1.005
C 0.354 -2.880 -2.255
N -1.122 1.333 -0.601
C -2.325 1.272 0.241
C -2.899 -0.127 0.589
C -2.489 -0.526 1.984
O -3.101 -0.148 2.924
O -1.366 -1.308 2.145
H 4.227 1.881 2.040
H 0.078 1.112 2.466
H 0.205 2.365 1.177
H 1.389 -0.276 0.651
H -0.898 -0.627 -1.898
H 1.345 -1.958 -0.613
H -0.365 -2.355 -0.259
H 0.297 -2.253 -3.140
H -0.457 -3.601 -2.253
H 1.303 -3.404 -2.308
H -1.336 1.479 -1.577
H -2.190 1.831 1.165
H -3.094 1.806 -0.308
H -3.979 -0.019 0.632
H -2.686 -0.883 -0.164
H -1.665 -2.224 2.226
N 3.542 1.540 -1.556
O 3.233 0.570 -0.806
O 3.543 2.691 -1.081
O 3.826 1.334 -2.741
*
```

lowest unoccupied orbital energy = -0.53 eV
HOMO level = -7.16 eV
gap between HOMO and LUMO = 6.631 eV

These are the natural (NBO) partial charges, in e, on atoms 1 to 4: atom 1 (C): -0.1447, atom 2 (C): -0.0084, atom 3 (C): -0.3245, atom 4 (N): -0.4673

Stability, highest: #i

#i
Formula: C3H5NO2S
Source: the Open Molecules 2025 dataset
Level of theory: ωB97M-V with the def2-TZVPD basis set

ORCA input file:
```
! RIJCOSX wB97M-V def2-TZVPD def2/J DEFGRID3
* xyz 0 1
C -2.425 -1.023 0.096
N -1.373 -0.477 -0.274
S -0.809 0.946 0.120
C 0.918 0.943 -0.600
C 1.852 -0.167 -0.063
O 2.646 -0.797 -0.797
O 1.931 -0.270 1.395
H -3.403 -0.441 0.578
H -2.653 -2.127 -0.354
H 0.655 0.943 -1.673
H 1.330 1.934 -0.413
H 1.332 0.536 1.985
*
```

lowest unoccupied orbital energy = 0.22 eV
HOMO level = -9.27 eV
gap between HOMO and LUMO = 9.487 eV
SMILES = C=NSCC(=O)O

These are the natural (NBO) partial charges, in e, on atoms 1 to 4: atom 1 (C): -0.0570, atom 2 (N): -0.6404, atom 3 (S): 0.4588, atom 4 (C): -0.6545

#ii
Formula: C3H5NO2S
Source: the Open Molecules 2025 dataset
Level of theory: ωB97M-V with the def2-TZVPD basis set

ORCA input file:
```
! RIJCOSX wB97M-V def2-TZVPD def2/J DEFGRID3
* xyz 0 1
C -1.338 0.102 -0.470
C -1.249 1.485 0.103
C -1.081 -0.969 0.271
N 2.710 -1.028 0.594
O 1.827 0.656 -0.929
O -0.349 1.798 0.910
S 1.452 -0.329 0.061
H -1.644 0.051 -1.454
H -1.993 2.081 -0.344
H -0.910 -0.992 1.411
H -1.064 -2.014 -0.208
H 3.639 -0.841 0.055
*
```

lowest unoccupied orbital energy = -0.41 eV
HOMO level = -10.11 eV
gap between HOMO and LUMO = 9.705 eV

These are the natural (NBO) partial charges, in e, on atoms 1 to 4: atom 1 (C): -0.3562, atom 2 (C): 0.4042, atom 3 (C): -0.3331, atom 4 (N): -0.9784

#iii
Formula: C3H5NO2S
Source: the Open Molecules 2025 dataset
Level of theory: ωB97M-V with the def2-TZVPD basis set

ORCA input file:
```
! RIJCOSX wB97M-V def2-TZVPD def2/J DEFGRID3
* xyz 0 1
C 0.899 0.622 1.339
C 0.695 0.622 -0.208
C -1.618 -1.121 -2.068
H 0.240 0.356 3.068
H 1.371 -0.596 1.840
H 1.677 1.720 1.770
H -1.730 -1.438 -3.101
H -2.260 -1.156 -1.267
N -0.436 -0.361 -1.918
O -0.488 0.732 1.944
O -0.488 0.244 -0.555
S 2.138 0.375 -0.843
*
```

lowest unoccupied orbital energy = -0.57 eV
HOMO level = -8.48 eV
gap between HOMO and LUMO = 7.913 eV

These are the natural (NBO) partial charges, in e, on atoms 1 to 4: atom 1 (C): -0.1824, atom 2 (C): 0.1328, atom 3 (C): -0.0978, atom 4 (H): 0.4521

#iv
Formula: C3H5NO2S
Source: the Open Molecules 2025 dataset
Level of theory: ωB97M-V with the def2-TZVPD basis set

ORCA input file:
```
! RIJCOSX wB97M-V def2-TZVPD def2/J DEFGRID3
* xyz 0 1
O 1.887 1.254 1.205
C 0.841 0.803 0.805
O -0.348 1.377 0.799
C -1.358 0.474 0.300
C -0.624 -0.569 -0.536
N 0.696 -0.597 0.201
S 2.014 -1.486 -0.337
H -1.887 1.036 -0.460
H -1.938 0.127 1.236
H -1.027 -1.623 -0.349
H -0.561 -0.146 -1.574
H 2.307 -0.650 -1.290
*
```

lowest unoccupied orbital energy = 0.66 eV
HOMO level = -9.64 eV
gap between HOMO and LUMO = 10.305 eV
SMILES = O=C1OCCN1S

These are the natural (NBO) partial charges, in e, on atoms 1 to 4: atom 1 (O): -0.5719, atom 2 (C): 0.8906, atom 3 (O): -0.4799, atom 4 (C): -0.0913

Stability, highest: #iv

#i
Formula: C3H5NO2S
Source: the Open Molecules 2025 dataset
Level of theory: ωB97M-V with the def2-TZVPD basis set

ORCA input file:
```
! RIJCOSX wB97M-V def2-TZVPD def2/J DEFGRID3
* xyz 0 1
C -0.381 1.241 0.141
C 1.440 -1.747 0.856
C -0.288 1.466 -1.358
N 1.048 -2.827 0.666
O 0.252 -3.648 0.253
O -2.005 0.023 2.056
S -1.795 0.277 0.552
H 0.160 1.920 0.766
H 2.300 -1.072 1.128
H -1.292 1.332 -1.606
H 0.299 0.698 -1.788
H 0.262 2.337 -1.665
*
```

lowest unoccupied orbital energy = -0.80 eV
HOMO level = -9.10 eV
gap between HOMO and LUMO = 8.303 eV

These are the natural (NBO) partial charges, in e, on atoms 1 to 4: atom 1 (C): -0.3926, atom 2 (C): -0.0311, atom 3 (C): -0.6749, atom 4 (N): 0.1697

#ii
Formula: C3H5NO2S
Source: the Open Molecules 2025 dataset
Level of theory: ωB97M-V with the def2-TZVPD basis set

ORCA input file:
```
! RIJCOSX wB97M-V def2-TZVPD def2/J DEFGRID3
* xyz 0 1
C -1.483 -0.355 -0.427
C -0.236 0.043 -0.688
C 0.725 0.385 0.312
N 1.939 -1.266 0.478
O 1.697 -2.146 -0.269
O 1.806 1.180 -0.070
S 3.223 0.358 -0.233
H -2.148 -0.670 -1.212
H -1.871 -0.374 0.578
H 0.129 0.051 -1.709
H 0.432 0.513 1.345
H 3.676 0.436 1.043
*
```

lowest unoccupied orbital energy (spin up / spin down) = -0.49 / -0.11 eV
HOMO level (spin up / spin down) = -7.95 / -7.33 eV
gap between HOMO and LUMO (spin up / spin down) = 7.465 / 7.219 eV

These are the natural (NBO) partial charges, in e, on atoms 1 to 4: atom 1 (C): -0.3612, atom 2 (C): -0.2721, atom 3 (C): 0.0959, atom 4 (N): 0.0808

Stability, highest: #i

#i
Formula: C3H5FS
Source: the Open Molecules 2025 dataset
Level of theory: ωB97M-V with the def2-TZVPD basis set

ORCA input file:
```
! RIJCOSX wB97M-V def2-TZVPD def2/J DEFGRID3
* xyz 0 1
C 0.968 -0.708 -0.065
C 0.292 0.616 -0.204
F 1.082 1.698 -0.451
C -0.957 0.929 0.040
S -2.205 -0.214 0.310
H 0.439 -1.267 0.564
H 2.008 -0.590 0.217
H 1.063 -1.113 -1.062
H -1.333 1.929 -0.118
H -1.358 -1.280 0.768
*
```

lowest unoccupied orbital energy = 0.78 eV
HOMO level = -8.38 eV
gap between HOMO and LUMO = 9.159 eV
SMILES = C/C(F)=C\S

These are the natural (NBO) partial charges, in e, on atoms 1 to 4: atom 1 (C): -0.6692, atom 2 (C): 0.3958, atom 3 (F): -0.3412, atom 4 (C): -0.4712

#ii
Formula: C3H5FS
Source: the Open Molecules 2025 dataset
Level of theory: ωB97M-V with the def2-TZVPD basis set

ORCA input file:
```
! RIJCOSX wB97M-V def2-TZVPD def2/J DEFGRID3
* xyz 0 1
F -0.817 -0.303 -1.967
C -0.549 -0.490 -0.674
C 0.838 -0.729 -0.274
C 0.005 0.511 0.226
S -0.886 0.822 1.716
H -1.209 -1.258 -0.139
H 1.682 -0.546 -0.948
H 1.131 -1.441 0.439
H 0.251 1.400 -0.407
H -0.445 2.035 2.029
*
```

lowest unoccupied orbital energy = 0.87 eV
HOMO level = -9.06 eV
gap between HOMO and LUMO = 9.934 eV
SMILES = F[C@H]1C[C@@H]1S

These are the natural (NBO) partial charges, in e, on atoms 1 to 4: atom 1 (F): -0.3260, atom 2 (C): 0.1874, atom 3 (C): -0.4420, atom 4 (C): -0.4279

Stability, highest: #i

#i
Formula: C2H6N4
Source: the Open Molecules 2025 dataset
Level of theory: ωB97M-V with the def2-TZVPD basis set

ORCA input file:
```
! RIJCOSX wB97M-V def2-TZVPD def2/J DEFGRID3
* xyz 0 1
H -1.430 -1.886 0.048
N -0.527 -1.470 0.549
N -0.272 -0.293 0.216
C -0.902 0.371 -0.841
H -1.689 -0.224 -1.191
H -1.006 1.363 -0.511
H -0.267 0.450 -1.699
N 2.929 1.147 -1.277
C 2.474 0.343 -0.479
N 2.253 -0.749 -0.007
H 3.092 2.127 -1.054
H 1.814 -1.222 0.783
*
```

lowest unoccupied orbital energy = 0.72 eV
HOMO level = -8.94 eV
gap between HOMO and LUMO = 9.657 eV
SMILES = [H]/N=N\C.N=C=N

These are the natural (NBO) partial charges, in e, on atoms 1 to 4: atom 1 (H): 0.2545, atom 2 (N): -0.3163, atom 3 (N): -0.0974, atom 4 (C): -0.4887

#ii
Formula: C2H6N4
Source: the Open Molecules 2025 dataset
Level of theory: ωB97M-V with the def2-TZVPD basis set

ORCA input file:
```
! RIJCOSX wB97M-V def2-TZVPD def2/J DEFGRID3
* xyz 0 1
H 1.821 -1.733 0.181
N 2.191 -0.752 0.093
C 1.372 0.211 -0.034
N -0.008 0.302 -0.086
N -0.596 1.528 0.050
C -0.832 -0.810 -0.052
N -2.084 -0.697 0.088
H -2.526 -1.637 0.068
H 1.685 1.245 -0.080
H -0.378 1.976 0.898
H -0.379 2.111 -0.743
H -0.267 -1.744 -0.384
*
```

lowest unoccupied orbital energy = 0.86 eV
HOMO level = -9.34 eV
gap between HOMO and LUMO = 10.192 eV
SMILES = [H]/N=C\N(N)/C=N/[H]

These are the natural (NBO) partial charges, in e, on atoms 1 to 4: atom 1 (H): 0.3448, atom 2 (N): -0.6815, atom 3 (C): 0.2837, atom 4 (N): -0.3185

Stability, highest: #ii

#i
Formula: C2H3NOS
Source: the Open Molecules 2025 dataset
Level of theory: ωB97M-V with the def2-TZVPD basis set

ORCA input file:
```
! RIJCOSX wB97M-V def2-TZVPD def2/J DEFGRID3
* xyz 0 1
C 0.712 -0.533 -0.857
C -0.430 0.768 0.569
N -0.208 -0.710 0.104
O 1.289 -1.276 -1.580
S 0.784 1.280 -0.697
H -1.443 1.107 0.382
H -0.102 0.919 1.592
H -0.601 -1.555 0.486
*
```

lowest unoccupied orbital energy = 0.54 eV
HOMO level = -9.68 eV
gap between HOMO and LUMO = 10.221 eV

These are the natural (NBO) partial charges, in e, on atoms 1 to 4: atom 1 (C): 0.5708, atom 2 (C): -0.3243, atom 3 (N): -0.6426, atom 4 (O): -0.5682

#ii
Formula: C2H3NOS
Source: the Open Molecules 2025 dataset
Level of theory: ωB97M-V with the def2-TZVPD basis set

ORCA input file:
```
! RIJCOSX wB97M-V def2-TZVPD def2/J DEFGRID3
* xyz 0 1
N 2.311 -0.248 0.567
C 1.208 -0.181 0.271
C -0.215 -0.258 0.047
O -0.450 -0.993 -1.092
S -0.856 1.591 -0.231
H -0.833 -0.751 0.965
H -1.380 -1.256 -0.970
H 0.215 2.095 0.443
*
```

lowest unoccupied orbital energy = 0.11 eV
HOMO level = -9.98 eV
gap between HOMO and LUMO = 10.090 eV
SMILES = N#C[C@H](O)S

These are the natural (NBO) partial charges, in e, on atoms 1 to 4: atom 1 (N): -0.2607, atom 2 (C): 0.2181, atom 3 (C): -0.0538, atom 4 (O): -0.6648

Stability, highest: #i